No. 1
Here is the ion C5H10NO with charge +1 from OMol25. Energies are from ωB97M-V with the def2-TZVPD basis set.

Properties
Structure (SMILES): C=[N+](CO)C1CC1
LUMO level, eV: -4.838
Relative energy (zero: lowest compared OMol25 entry of this formula, charge and spin), kJ/mol: 351.5
E, a.u.: -326.1479
Net charge: +1
HOMO, eV: -15.04

Geometry as XYZ:
```
17
Properties=species:S:1:pos:R:3:nbo_charge:R:1
C -0.64518 -1.38198 -0.12930 0.080
N -0.55169 -0.11363 0.01507 -0.260
C -1.82364 0.66670 0.43449 0.109
O -2.92470 0.07907 -0.20573 -0.692
C 0.72411 0.60111 -0.01604 -0.110
C 1.93621 -0.03135 0.64818 -0.406
C 2.00120 0.15027 -0.82244 -0.381
H -1.46739 -2.10426 0.09311 0.262
H 0.16384 -2.02352 -0.55803 0.225
H -1.68930 1.68338 0.34608 0.207
H -1.87761 0.50875 1.58982 0.215
H -3.24579 0.53121 -1.00107 0.511
H 0.59039 1.75753 0.31663 0.258
H 1.90226 -1.10473 0.96799 0.231
H 2.59229 0.47914 1.24097 0.250
H 2.66254 0.93450 -1.38021 0.272
H 1.65245 -0.63219 -1.53954 0.229
```

=====

No. 2
Here is a structure of composition C18H28BrNO9Si from OMol25. Energies are from ωB97M-V with the def2-TZVPD basis set.

Properties
LUMO level, eV: 0.316
E, a.u.: -4298.2470
HOMO, eV: -10.05

Geometry as XYZ:
```
58
Properties=species:S:1:pos:R:3:nbo_charge:R:1
C 0.22932 -4.15589 4.86189 -1.126
Si -0.35670 -3.46791 3.24580 1.406
Br -0.17353 -5.12067 1.73062 -0.327
N 0.74401 -2.18604 2.67376 -0.892
C 0.37892 -1.75363 1.59150 0.855
O 0.18431 -1.57167 0.45855 -0.513
H -0.38509 -5.03364 5.04175 0.253
H 0.07504 -3.45950 5.67653 0.253
H 1.25419 -4.49516 4.77860 0.257
H -1.73979 -2.97954 3.30678 -0.164
O 6.47179 -2.01682 -0.93454 -0.562
C 5.30329 -2.16995 -1.12368 0.789
O 4.35999 -1.79645 -0.22640 -0.493
C 3.05249 -2.19925 -0.67938 -0.076
C 3.18702 -2.36065 -2.18734 -0.428
C 4.63936 -2.81469 -2.32735 -0.529
H 2.78599 -3.13606 -0.18384 0.180
H 2.33148 -1.43905 -0.40734 0.205
H 2.45995 -3.05086 -2.60973 0.224
H 3.05569 -1.39398 -2.67567 0.210
H 4.74271 -3.89715 -2.24159 0.237
H 5.10065 -2.46986 -3.24777 0.241
O -4.06834 3.42847 1.30358 -0.565
C -3.11024 2.82939 0.91659 0.788
O -2.54391 1.82137 1.62595 -0.498
C -1.35112 1.36223 0.96125 -0.073
C -1.51560 1.77448 -0.49042 -0.443
C -2.32926 3.05809 -0.36508 -0.533
H -0.48600 1.83788 1.43141 0.178
H -1.25678 0.28680 1.06518 0.189
H -0.56729 1.89966 -1.01755 0.270
H -2.10141 1.01699 -1.01645 0.194
H -1.69119 3.93435 -0.23651 0.242
H -3.00717 3.21102 -1.20008 0.237
O 1.17014 2.58365 -1.79888 -0.578
C 1.84844 3.38333 -1.22196 0.801
O 1.35533 4.17251 -0.24215 -0.494
C 2.36225 5.10586 0.19808 -0.071
C 3.68956 4.47083 -0.19492 -0.429
C 3.30940 3.70459 -1.46168 -0.529
H 2.19040 6.05889 -0.30554 0.182
H 2.26316 5.25282 1.27011 0.202
H 4.48670 5.19717 -0.33487 0.227
H 4.00669 3.76858 0.57664 0.215
H 3.38522 4.32351 -2.35677 0.240
H 3.88595 2.79349 -1.59072 0.248
O -4.58311 -2.94312 1.09680 -0.562
C -4.78409 -2.17080 0.20929 0.791
O -6.02877 -1.83485 -0.20660 -0.487
C -5.95473 -0.97012 -1.35450 -0.070
C -4.56903 -0.34162 -1.29199 -0.436
C -3.75036 -1.45460 -0.63869 -0.529
H -6.09597 -1.57614 -2.25218 0.177
H -6.75448 -0.23646 -1.29655 0.201
H -4.19089 -0.02679 -2.26303 0.222
H -4.58585 0.52993 -0.63493 0.215
H -3.35318 -2.15884 -1.37113 0.237
H -2.94523 -1.07353 -0.01667 0.239
```